1:
Below is 3 unconnected molecules or ions with the total composition C2H10NO3, with properties calculated with ωB97M-V/def2-TZVPD.

Each line ends with the natural charge from an NBO analysis.
Geometry (Å):
C  -0.612  0.395  -0.577  -0.031
O  0.480  -0.156  -1.130  -0.950
C  -0.339  1.799  0.052  -0.255
N  -0.760  1.954  1.455  -0.847
H  -0.976  -0.218  0.316  0.070
H  -1.572  0.326  -1.182  0.093
H  -0.714  2.599  -0.601  0.162
H  0.754  1.867  0.087  0.190
H  -0.537  1.116  1.976  0.355
H  -1.777  1.962  1.461  0.326
H  0.957  -1.383  0.415  0.508
H  2.245  -1.490  1.258  0.453
O  1.292  -1.443  1.330  -0.984
H  0.782  -3.114  -1.300  0.433
H  0.479  -1.628  -1.619  0.505
O  0.298  -2.584  -1.940  -1.028

Results
- HOMO-LUMO gap: 7.59 eV
- Lowest unoccupied orbital energy: 4.1228 eV
- Total charge: -1

***

2:
Below is 3 unconnected molecules or ions with the total composition C2H10NO3, with properties calculated with ωB97M-V/def2-TZVPD.

Each line ends with the natural charge from an NBO analysis.
Geometry (Å):
C  -1.138  -0.903  -0.602  -0.028
O  -0.021  -0.354  -1.123  -0.983
C  -0.930  -0.855  0.957  -0.221
N  -0.676  0.473  1.646  -0.847
H  -2.184  -0.369  -0.611  0.066
H  -1.281  -2.002  -0.891  0.103
H  -1.941  -1.263  1.374  0.128
H  -0.164  -1.518  1.364  0.132
H  -0.063  0.924  0.944  0.358
H  -1.608  0.847  1.428  0.330
H  0.063  1.668  -1.452  0.521
H  0.527  2.946  -0.675  0.453
O  0.178  2.636  -1.517  -0.995
H  1.554  -1.615  1.040  0.459
H  1.879  -0.855  -0.160  0.507
O  2.335  -1.246  0.615  -0.981

Results
- HOMO-LUMO gap: 7.79 eV
- Lowest unoccupied orbital energy: 4.2600 eV
- Total charge: -1

***

The winner here is 1, beating the second structure by 0.0137 hartree.

***

1:
Below is a gas-phase ion, C4H7N2S2 (charge +1), with properties calculated with ωB97M-V/def2-TZVPD.

Each line ends with the natural charge from an NBO analysis.
Geometry (Å):
S  -4.159  -0.684  -0.050  -0.014
S  -3.010  1.036  0.183  0.292
C  -1.398  0.449  -0.220  0.335
N  -0.366  1.274  -0.157  -0.521
C  0.988  0.790  -0.182  -0.209
C  1.038  -0.566  0.621  -0.526
C  -0.053  -1.384  -0.014  0.269
N  -1.174  -0.878  -0.381  -0.494
H  -3.186  -1.531  0.261  0.162
H  -0.441  2.260  -0.519  0.446
H  1.535  1.575  0.236  0.251
H  0.979  0.582  -1.279  0.227
H  0.864  -0.388  1.651  0.264
H  1.907  -1.221  0.690  0.279
H  0.030  -2.463  -0.347  0.239

Results
- HOMO-LUMO gap: 7.82 eV
- Lowest unoccupied orbital energy: -5.2434 eV
- SMILES: SSC1=[NH+]CCC=N1
- Total charge: +1

***

2:
Below is 2 unconnected molecules or ions with the total composition C4H7N2S2, with properties calculated with ωB97M-V/def2-TZVPD.

Each line ends with the natural charge from an NBO analysis.
Geometry (Å):
C  1.018  0.420  -0.942  -0.098
C  -0.135  0.644  -0.290  0.128
C  0.681  -1.286  0.406  0.285
C  -1.058  1.744  -0.197  -0.654
N  -0.311  -0.469  0.576  -0.561
N  1.530  -0.784  -0.520  -0.544
S  0.085  -5.665  -0.374  0.197
S  -0.016  -4.424  1.074  0.209
H  1.518  1.022  -1.766  0.249
H  -0.361  2.631  -0.152  0.261
H  -1.423  1.691  -1.215  0.250
H  -1.759  1.473  0.572  0.232
H  -1.239  -0.654  1.041  0.448
H  2.429  -1.030  -0.789  0.436
H  -1.238  -6.045  -0.822  0.163

Results
- HOMO-LUMO gap (alpha / beta): 5.26 / 5.26 eV
- Lowest unoccupied orbital energy (alpha / beta): -7.2810 / -7.2805 eV
- Total charge: +1

***

The winner here is 1, beating the second structure by 0.0902 hartree.

***

1:
Below is 2 unconnected molecules or ions with the total composition C5H15NO, with properties calculated with ωB97M-V/def2-TZVPD.

Each line ends with the natural charge from an NBO analysis.
Geometry (Å):
C  -2.149  0.216  0.241  -0.624
C  -1.394  -0.729  1.156  -0.408
C  0.009  -0.195  1.448  -0.399
C  0.925  0.400  0.335  -0.054
C  2.119  1.034  1.036  -0.621
N  1.365  -0.609  -0.652  -0.860
H  -1.859  0.140  -0.805  0.224
H  -1.929  1.233  0.574  0.199
H  -3.238  0.160  0.272  0.214
H  -1.870  -0.865  2.109  0.212
H  -1.268  -1.742  0.744  0.189
H  0.011  0.688  2.100  0.201
H  0.628  -0.972  1.919  0.196
H  0.418  1.205  -0.208  0.182
H  3.007  1.223  0.424  0.216
H  2.450  0.328  1.808  0.200
H  1.887  2.017  1.444  0.218
H  2.305  -0.916  -0.451  0.365
H  0.743  -1.407  -0.563  0.351
O  -0.821  0.023  -3.001  -0.947
H  -0.285  -0.162  -2.212  0.480
H  -0.848  -0.836  -3.450  0.465

Results
- HOMO-LUMO gap: 10.44 eV
- Lowest unoccupied orbital energy: 0.9497 eV
- SMILES: CCC[C@@H](C)N.O

***

2:
Below is 2 unconnected molecules or ions with the total composition C5H15NO, with properties calculated with ωB97M-V/def2-TZVPD.

Each line ends with the natural charge from an NBO analysis.
Geometry (Å):
C  1.447  0.678  -2.036  -0.615
C  0.273  0.766  -1.056  -0.397
C  0.079  -0.574  -0.290  -0.047
C  -0.560  -1.637  -1.140  -0.659
N  -0.717  -0.203  0.989  -0.651
C  0.137  -0.560  2.152  -0.437
H  1.320  -0.110  -2.797  0.200
H  1.632  1.655  -2.472  0.217
H  2.308  0.450  -1.411  0.201
H  -0.714  1.091  -1.394  0.203
H  0.527  1.438  -0.232  0.211
H  1.091  -0.812  0.064  0.178
H  -0.790  -2.544  -0.575  0.211
H  0.069  -1.884  -2.019  0.230
H  -1.450  -1.354  -1.692  0.218
H  -1.423  -0.907  0.775  0.361
H  -0.543  -0.607  3.008  0.204
H  0.606  -1.534  2.024  0.181
H  0.868  0.212  2.389  0.203
O  -1.182  2.492  1.926  -0.957
H  -0.849  1.585  1.859  0.484
H  -2.126  2.361  1.926  0.460

Results
- HOMO-LUMO gap: 10.47 eV
- Lowest unoccupied orbital energy: 0.9186 eV
- SMILES: CC[C@H](C)NC.O

***

The winner here is 1, beating the second structure by 0.0241 hartree.

***

1:
Below is C8H6N2O in the gas phase, with properties calculated with ωB97M-V/def2-TZVPD.

Each line ends with the natural charge from an NBO analysis.
Geometry (Å):
O  -1.221  2.861  0.136  -0.667
C  -0.397  1.953  -0.373  0.620
N  0.659  2.395  -0.811  -0.389
N  1.865  1.888  -0.616  -0.199
C  1.891  0.556  -0.291  0.034
C  0.741  -0.162  -0.025  -0.151
C  0.794  -1.599  0.124  -0.191
C  -0.343  -2.276  0.579  -0.197
C  -1.693  -1.750  0.425  -0.234
C  -1.692  -0.345  -0.093  -0.124
C  -0.424  0.429  -0.228  -0.095
H  0.517  3.349  -0.642  0.420
H  3.068  0.210  -0.024  0.231
H  1.679  -2.262  -0.008  0.233
H  -0.147  -3.371  1.054  0.227
H  -2.646  -1.990  1.059  0.252
H  -2.651  0.113  -0.267  0.229

Results
- HOMO-LUMO gap: 8.30 eV
- Lowest unoccupied orbital energy: -0.5656 eV
- SMILES: O=c1[nH]ncc2ccccc12

***

2:
Below is C8H6N2O in the gas phase, with properties calculated with ωB97M-V/def2-TZVPD.

Each line ends with the natural charge from an NBO analysis.
Geometry (Å):
N  -0.578  2.319  -2.609  -0.342
C  0.289  1.736  -2.108  0.412
N  1.457  1.205  -1.694  -0.695
C  1.819  0.338  -0.599  0.716
O  2.978  0.032  -0.423  -0.524
C  0.524  -0.070  0.085  -0.172
C  -0.447  0.812  0.532  -0.189
C  -1.578  0.292  1.197  -0.202
C  -1.685  -1.062  1.523  -0.204
C  -0.636  -1.898  1.118  -0.185
C  0.408  -1.402  0.355  -0.189
H  2.132  1.362  -2.451  0.434
H  -0.248  1.898  0.423  0.233
H  -2.360  1.063  1.449  0.227
H  -2.574  -1.512  1.937  0.227
H  -0.677  -3.007  1.325  0.222
H  1.177  -2.106  -0.059  0.231

Results
- HOMO-LUMO gap: 10.26 eV
- Lowest unoccupied orbital energy: 0.2972 eV
- SMILES: N#CNC(=O)c1ccccc1

***

The winner here is 2, beating the second structure by 0.1235 hartree.

***

1:
Below is C20H19N3O4S in the gas phase, with properties calculated with ωB97M-V/def2-TZVPD.

Each line ends with the natural charge from an NBO analysis.
Geometry (Å):
C  0.872  -1.398  -2.119  -0.262
O  -0.383  -1.066  -2.665  -0.528
C  -1.432  -1.919  -2.467  0.360
C  -1.359  -3.162  -1.860  -0.318
C  -2.514  -3.909  -1.673  -0.192
C  -3.740  -3.427  -2.087  -0.238
C  -3.822  -2.192  -2.712  -0.184
C  -2.678  -1.443  -2.914  0.033
N  -2.760  -0.178  -3.526  -0.833
S  -3.411  1.016  -2.538  2.315
O  -4.761  0.662  -2.223  -0.932
O  -3.152  2.269  -3.177  -0.928
C  -2.403  0.850  -1.061  -0.332
C  -2.876  0.098  -0.005  -0.168
C  -2.047  -0.135  1.081  -0.229
C  -0.764  0.386  1.098  -0.139
C  -0.295  1.142  0.025  -0.152
C  1.114  1.650  -0.008  0.671
O  1.816  1.563  -0.998  -0.634
N  1.518  2.228  1.142  -0.596
C  2.891  2.591  1.380  -0.265
C  3.420  1.921  2.623  0.208
C  4.772  1.981  2.950  -0.247
C  5.201  1.359  4.109  -0.156
C  4.271  0.701  4.901  -0.265
C  2.950  0.702  4.490  0.050
N  2.532  1.295  3.384  -0.463
C  -1.123  1.362  -1.069  -0.149
H  1.486  -0.505  -2.231  0.234
H  1.330  -2.237  -2.652  0.175
H  0.789  -1.640  -1.055  0.176
H  -0.413  -3.553  -1.521  0.223
H  -2.443  -4.874  -1.194  0.214
H  -4.635  -4.009  -1.929  0.217
H  -4.765  -1.783  -3.035  0.241
H  -1.863  0.136  -3.874  0.417
H  -3.879  -0.294  -0.054  0.248
H  -2.398  -0.730  1.910  0.222
H  -0.112  0.180  1.935  0.218
H  0.942  2.167  1.968  0.419
H  2.981  3.680  1.493  0.211
H  3.469  2.291  0.501  0.250
H  5.463  2.502  2.305  0.221
H  6.244  1.384  4.390  0.220
H  4.565  0.203  5.811  0.223
H  2.180  0.207  5.068  0.194
H  -0.775  1.932  -1.916  0.252

Results
- HOMO-LUMO gap: 9.05 eV
- Lowest unoccupied orbital energy: 0.5248 eV
- SMILES: COc1ccccc1NS(=O)(=O)c1cccc(C(=O)NCc2ccccn2)c1

***

2:
Below is C20H19N3O4S in the gas phase, with properties calculated with ωB97M-V/def2-TZVPD.

Each line ends with the natural charge from an NBO analysis.
Geometry (Å):
C  -1.805  -0.830  7.738  -0.653
C  -1.985  -1.178  6.269  0.430
N  -1.919  -2.527  6.062  -0.471
C  -1.863  -2.965  4.814  0.080
C  -2.008  -2.100  3.748  -0.292
C  -1.857  -0.705  3.986  0.242
C  -1.664  0.400  3.060  -0.090
C  -1.813  1.782  3.423  -0.174
C  -1.376  2.766  2.524  -0.216
C  -1.064  2.337  1.217  -0.200
C  -0.897  1.023  0.795  0.125
N  -0.673  0.882  -0.586  -0.847
S  -0.299  -0.640  -1.329  2.207
O  -1.552  -1.302  -1.740  -0.918
O  0.512  -1.460  -0.414  -0.911
C  0.730  -0.071  -2.784  -0.292
C  1.622  1.011  -2.562  -0.131
C  2.504  1.537  -3.534  -0.185
C  3.348  2.654  -3.088  0.773
O  3.266  3.058  -2.011  -0.561
O  4.391  2.943  -3.886  -0.691
C  2.631  0.824  -4.732  -0.155
C  1.791  -0.278  -5.020  0.063
C  2.021  -0.891  -6.382  -0.654
C  0.869  -0.843  -4.034  0.033
C  0.150  -2.096  -4.255  -0.661
C  -1.235  0.065  1.754  -0.191
N  -1.948  -0.273  5.259  -0.472
H  -2.640  -1.327  8.230  0.233
H  -1.876  0.243  8.008  0.222
H  -0.820  -1.185  8.071  0.237
H  -1.794  -4.009  4.589  0.196
H  -2.001  -2.466  2.744  0.220
H  -2.108  2.062  4.498  0.253
H  -1.569  3.839  2.709  0.227
H  -0.645  3.071  0.463  0.205
H  -1.115  1.468  -1.337  0.430
H  1.507  1.481  -1.672  0.237
H  4.860  3.731  -3.517  0.502
H  3.289  1.285  -5.445  0.226
H  1.168  -0.705  -6.988  0.224
H  2.831  -0.349  -6.975  0.223
H  2.283  -1.938  -6.174  0.225
H  0.640  -2.791  -4.933  0.225
H  -0.859  -1.982  -4.587  0.248
H  0.158  -2.555  -3.280  0.241
H  -1.184  -0.996  1.302  0.237

Results
- HOMO-LUMO gap: 8.44 eV
- Lowest unoccupied orbital energy: -0.2095 eV
- SMILES: Cc1nccc(-c2cccc(NS(=O)(=O)c3cc(C(=O)O)cc(C)c3C)c2)n1

***

The winner here is 1, beating the second structure by 0.0878 hartree.

***

1:
Below is C5H4N4O in the gas phase, with properties calculated with ωB97M-V/def2-TZVPD.

Each line ends with the natural charge from an NBO analysis.
Geometry (Å):
O  3.962  1.162  -0.028  -0.490
C  3.105  0.388  0.041  0.894
N  2.311  -0.483  -0.019  -0.570
C  1.342  -1.406  0.050  0.217
N  0.075  -1.400  0.145  -0.216
N  -0.684  -0.352  0.195  -0.192
C  -2.093  -0.419  0.026  -0.075
C  -2.522  0.891  -0.170  -0.080
N  -1.420  1.715  -0.120  -0.437
C  -0.332  0.971  0.011  0.122
H  1.668  -2.368  0.078  0.188
H  -2.438  -1.328  0.159  0.208
H  -3.536  1.095  -0.380  0.214
H  0.561  1.534  0.012  0.216

Results
- HOMO-LUMO gap: 9.33 eV
- Lowest unoccupied orbital energy: 0.1465 eV
- SMILES: O=C=N/C=N\n1ccnc1

***

2:
Below is C5H4N4O in the gas phase, with properties calculated with ωB97M-V/def2-TZVPD.

Each line ends with the natural charge from an NBO analysis.
Geometry (Å):
O  -0.293  2.726  -0.232  -0.574
C  -0.063  1.617  0.161  0.615
N  0.854  1.416  1.155  -0.577
C  1.362  0.145  1.405  0.308
N  0.887  -0.940  0.832  -0.482
C  -0.082  -0.753  -0.143  0.231
C  -0.608  0.449  -0.468  -0.095
N  -1.563  0.360  -1.433  -0.106
N  -1.755  -0.868  -1.742  -0.112
C  -0.776  -1.743  -1.067  -0.361
H  1.253  2.228  1.557  0.429
H  2.122  0.040  2.191  0.205
H  -1.279  -2.514  -0.452  0.257
H  -0.057  -2.162  -1.764  0.263

Results
- HOMO-LUMO gap: 8.87 eV
- Lowest unoccupied orbital energy: -0.5747 eV
- SMILES: O=c1[nH]cnc2c1N=NC2

***

The winner here is 2, beating the second structure by 0.0454 hartree.

***

1:
Below is 3 unconnected molecules or ions with the total composition C3H12O3, with properties calculated with ωB97M-V/def2-TZVPD.

Each line ends with the natural charge from an NBO analysis.
Geometry (Å):
C  -0.640  -1.396  -0.566  -0.636
C  0.061  -0.049  -0.527  0.109
C  0.236  0.663  0.803  -0.636
O  1.321  -0.114  -1.235  -0.753
H  -0.470  -1.807  -1.551  0.225
H  0.014  -1.974  0.095  0.218
H  -1.650  -1.318  -0.135  0.202
H  -0.463  0.708  -1.184  0.143
H  -0.798  0.902  1.156  0.200
H  0.821  0.045  1.520  0.231
H  0.631  1.670  0.678  0.221
H  1.156  -0.037  -2.173  0.473
O  -4.067  0.793  0.339  -0.916
H  -3.225  1.216  0.548  0.459
H  -3.698  -0.092  0.220  0.459
O  3.586  -0.142  0.716  -0.939
H  4.182  0.505  1.103  0.459
H  3.001  0.426  0.193  0.480

Results
- HOMO-LUMO gap: 11.13 eV
- Lowest unoccupied orbital energy: 0.5345 eV
- SMILES: CC(C)O.O.O

***

2:
Below is a molecular structure, C3H12O3, with properties calculated with ωB97M-V/def2-TZVPD.

Each line ends with the Löwdin charge.
Geometry (Å):
C  1.752  0.322  0.849  -0.088
C  1.690  -0.031  -0.577  -0.147
C  0.809  -1.035  -1.043  0.090
H  1.119  -0.294  1.471  0.066
H  1.479  1.370  0.990  0.103
H  2.723  0.121  1.317  0.098
H  2.509  0.378  -1.158  0.139
H  0.774  -1.336  -2.084  0.108
H  0.164  -1.595  -0.367  0.110
H  -3.275  -1.101  -0.789  0.023
H  -2.145  0.076  -0.684  0.004
O  -2.405  -0.861  -0.467  -0.112
H  -1.030  0.739  1.114  -0.020
H  -1.715  -0.454  1.812  0.023
O  -0.990  0.183  1.940  -0.134
H  0.449  0.225  -0.979  0.149
H  -1.074  2.074  -0.856  -0.025
O  -0.835  1.221  -0.487  -0.387

Results
- HOMO-LUMO gap: 8.78 eV
- Lowest unoccupied orbital energy: -0.3245 eV

***

The winner here is 1, beating the second structure by 0.0937 hartree.